Density functional theory data (wB97M-V/def2-TZVPD) for 2 unconnected molecules or ions with the total composition CH3FO2 at a distorted geometry.

Output
energy above the lowest of the compared OMol25 structures with the same formula, charge and spin: 614.8 kJ/mol
frontier orbital gap: 9.65 eV
net charge: 0

Cartesian coordinates (Å):
C (0.0738, -0.3522, -0.6224)
O (1.2534, -2.2009, -0.8118)
O (0.1229, -1.5512, -0.8309)
F (0.9696, 0.3484, -0.0965)
H (-0.8258, 0.2366, -0.9274)
H (-0.6251, 1.4402, 1.5819)
H (-0.9687, 2.0791, 1.7070)

---

Density functional theory data (wB97M-V/def2-TZVPD) for 2 unconnected molecules or ions with the total composition C5H5N at a distorted geometry.

Output
energy above the lowest of the compared OMol25 structures with the same formula, charge and spin: 551.4 kJ/mol
frontier orbital gap: 8.35 eV
net charge: 0

Cartesian coordinates (Å):
C (-0.9985, 0.4582, 1.2172)
C (1.2463, 0.3437, -0.5732)
C (-1.8836, -0.1215, 0.4519)
C (-2.5164, -0.4426, -0.6215)
C (2.2052, 0.1748, 0.5162)
N (0.4784, 0.4349, -1.4183)
H (-2.8408, -1.4875, -0.7032)
H (-3.1837, 0.1918, -1.1700)
H (3.1561, -0.1247, 0.0081)
H (1.9783, -0.5806, 1.3181)
H (2.3587, 1.1535, 0.9747)

---

Density functional theory data (wB97M-V/def2-TZVPD) for a molecular structure, C3H7N2O2 at a distorted geometry.

Output
energy above the lowest of the compared OMol25 structures with the same formula, charge and spin: 448.4 kJ/mol
frontier orbital gap: 9.73 eV
net charge: +1

Cartesian coordinates (Å):
C (0.5044, -1.2454, 0.1227)
C (1.0237, -0.0259, 0.0613)
C (-1.1740, 0.3195, -0.3160)
N (-0.8773, -1.0809, 0.0430)
N (0.2350, 1.0559, -0.3846)
O (2.8036, 0.4818, 0.4180)
O (-1.9653, 0.8926, 0.5665)
H (0.9006, -2.1540, 0.2926)
H (-1.7601, 0.2174, -1.1921)
H (-1.7110, -1.6188, -0.0383)
H (0.4356, 1.8156, 0.2998)
H (0.4343, 1.4680, -1.2879)
H (3.4065, -0.0776, -0.1026)
H (-1.5301, 0.9826, 1.4337)

---

Density functional theory data (wB97M-V/def2-TZVPD) for 2 unconnected molecules or ions with the total composition CH2N3O3 at a distorted geometry.

Output
energy above the lowest of the compared OMol25 structures with the same formula, charge and spin: 324.8 kJ/mol
frontier orbital gap (spin up / spin down): 6.93 / 6.89 eV
net charge: -1

Cartesian coordinates (Å):
C (0.2808, 1.3207, -1.0474)
N (0.5408, -0.4226, 0.9242)
N (0.9537, -1.0736, 1.8649)
N (-0.1001, -0.0654, 0.0399)
O (-0.7051, 1.6158, -1.6130)
O (1.4286, 1.5480, -0.8508)
O (-1.8067, -1.5426, -0.7740)
H (-2.3428, -0.7483, -0.8772)
H (1.7508, -0.6320, 2.3334)

---

Density functional theory data (wB97M-V/def2-TZVPD) for 11 unconnected molecules or ions with the total composition C26H60N11O21 at a distorted geometry.

Output
frontier orbital gap (spin up / spin down): 8.04 / 8.06 eV
net charge: 0
2S+1: 2

Cartesian coordinates (Å):
C (1.3195, 1.4843, 4.3157)
C (0.5897, 1.3746, 3.0025)
C (0.7361, 0.0582, 1.9804)
C (2.3717, -0.0599, 1.6556)
C (2.9513, 1.3075, 0.8874)
C (2.7868, -1.4381, 0.8740)
C (2.9860, -1.2933, -0.7461)
C (2.9498, -2.8540, -1.3469)
C (0.2521, -1.2360, 2.8397)
C (-0.9829, -2.1039, 2.2146)
C (-1.8459, -2.6587, 3.5391)
C (-0.4371, -3.5083, 1.4880)
N (-1.9779, -1.3374, 1.3875)
O (-2.7257, -0.5043, 2.1792)
C (-1.3825, -0.5219, 0.2803)
C (-2.5977, 0.5175, -0.2173)
C (-1.0128, -1.3918, -1.0951)
C (-0.1127, 0.4218, 0.6455)
H (2.3132, 0.8726, 4.5510)
H (0.8548, 2.1664, 5.1704)
H (-0.1450, 2.2853, 2.7648)
H (2.9605, -0.0809, 2.6943)
H (2.5588, 1.4118, -0.2137)
H (4.1398, 1.2096, 0.8299)
H (2.7441, 2.2917, 1.4870)
H (2.0815, -2.3529, 1.0579)
H (3.8512, -1.7579, 1.3102)
H (4.0106, -0.8376, -1.0828)
H (2.1294, -0.7282, -1.3081)
H (3.7697, -3.0511, -2.1580)
H (1.8400, -3.0265, -1.7388)
H (3.0672, -3.6138, -0.4343)
H (1.1367, -2.0082, 3.0526)
H (-0.0994, -0.8844, 3.9251)
H (-2.0436, -1.8231, 4.3339)
H (-2.8326, -3.1217, 3.0712)
H (-1.2478, -3.5950, 3.9749)
H (0.1974, -3.3099, 0.5258)
H (0.1646, -4.1308, 2.3098)
H (-1.3600, -4.1609, 1.1840)
H (-3.6042, -0.0940, -0.2743)
H (-2.3976, 0.9198, -1.3197)
H (-2.6915, 1.4657, 0.4630)
H (0.1313, -1.7224, -1.0859)
H (-1.7587, -2.2890, -1.1832)
H (-1.1489, -0.7054, -2.0622)
H (0.5869, 0.4535, -0.3216)
H (-0.5165, 1.5405, 0.7509)
C (-1.0343, -1.4278, 7.7136)
N (0.1705, -1.7266, 6.8933)
O (0.0528, -2.5770, 6.0034)
O (1.2004, -1.0989, 7.1659)
H (-1.8619, -2.0494, 7.3652)
H (-0.7905, -1.6572, 8.7529)
H (-1.2665, -0.3688, 7.5844)
C (5.1131, 0.8768, -4.4290)
N (3.9374, 0.8865, -3.5172)
O (4.0664, 1.4674, -2.4333)
O (2.9181, 0.3106, -3.9154)
H (5.9340, 1.4171, -3.9527)
H (5.3869, -0.1658, -4.6025)
H (4.8146, 1.3689, -5.3568)
C (-5.3838, -2.1230, -0.4439)
N (-5.8877, -3.4159, -0.9810)
O (-6.7243, -4.0231, -0.3026)
O (-5.4291, -3.7845, -2.0686)
H (-5.8704, -1.9246, 0.5135)
H (-4.3037, -2.2182, -0.3152)
H (-5.6304, -1.3459, -1.1702)
C (-4.8485, -4.9456, 7.7252)
N (-3.4270, -4.5121, 7.7968)
O (-2.7427, -4.9656, 8.7214)
O (-3.0382, -3.7287, 6.9226)
H (-5.0512, -5.6299, 8.5519)
H (-5.4701, -4.0514, 7.8036)
H (-4.9923, -5.4466, 6.7658)
C (-4.0952, -1.7038, -4.3339)
N (-4.3892, -0.3258, -3.8558)
O (-4.5580, 0.5474, -4.7147)
O (-4.4424, -0.1599, -2.6315)
H (-4.0788, -1.7028, -5.4259)
H (-3.1205, -1.9904, -3.9338)
H (-4.8858, -2.3578, -3.9606)
C (2.9515, 2.9638, -7.6042)
N (4.3730, 3.3974, -7.5327)
O (5.0573, 2.9438, -6.6080)
O (4.7618, 4.1808, -8.4069)
H (2.7488, 2.2795, -6.7776)
H (2.3299, 3.8581, -7.5259)
H (2.8077, 2.4629, -8.5637)
C (6.8972, 1.6794, 0.6315)
N (7.5346, 0.9954, -0.5259)
O (8.7697, 1.0108, -0.5825)
O (6.7770, 0.4623, -1.3449)
H (7.6789, 2.1010, 1.2670)
H (6.2551, 2.4686, 0.2351)
H (6.3176, 0.9323, 1.1774)
C (-1.4076, 2.7250, 9.3739)
N (-1.6731, 1.5559, 10.2551)
O (-1.7563, 1.7702, 11.4700)
O (-1.7906, 0.4561, 9.7022)
H (-1.3277, 3.6221, 9.9916)
H (-0.4702, 2.5346, 8.8474)
H (-2.2443, 2.8095, 8.6775)
C (-6.9001, 1.0210, -7.7787)
N (-6.9584, -0.3155, -7.1274)
O (-7.9645, -0.5751, -6.4571)
O (-5.9925, -1.0662, -7.3074)
H (-7.8112, 1.5723, -7.5362)
H (-6.0209, 1.5389, -7.3900)
H (-6.8222, 0.8595, -8.8558)
C (4.9906, 7.7890, -8.9684)
N (3.7249, 8.5035, -8.6502)
O (2.6656, 7.9131, -8.8913)
O (3.8307, 9.6370, -8.1674)
H (4.7479, 6.8088, -9.3844)
H (5.5357, 8.3928, -9.6967)
H (5.5529, 7.6847, -8.0383)

---

Density functional theory data (wB97M-V/def2-TZVPD) for 8 unconnected molecules or ions with the total composition C14H26Br12Cl6 at a distorted geometry.

Output
energy above the lowest of the compared OMol25 structures with the same formula, charge and spin: 158.1 kJ/mol
frontier orbital gap: 10.05 eV
net charge: 0
SMILES string: ClC(Cl)Cl.ClC(Cl)Cl.BrCCBr.BrCCBr.BrCCBr.BrCCBr.BrCCBr.BrCCBr

Cartesian coordinates (Å):
Cl (-2.6826, -0.5352, 2.8713)
C (-3.1534, -2.2805, 2.6332)
Cl (-1.7949, -3.4259, 2.8237)
Cl (-4.0311, -2.5393, 1.0915)
H (-3.8797, -2.5462, 3.4013)
Cl (6.7546, 1.2122, -0.2670)
C (5.6397, -0.1505, -0.6986)
Cl (5.0834, 0.0373, -2.4086)
Cl (4.2775, -0.1986, 0.4320)
H (6.2863, -1.0252, -0.6292)
Br (-1.0251, -2.3545, -0.5128)
C (-1.8780, -3.8740, -1.5021)
C (-0.9527, -5.0761, -1.4321)
Br (-1.6358, -6.4593, -2.6675)
H (-1.9633, -3.4876, -2.5178)
H (-2.8082, -4.1810, -1.0240)
H (-0.8367, -5.4974, -0.4335)
H (0.0766, -4.9373, -1.7628)
Br (1.7980, -3.4241, 4.0089)
C (2.8576, -3.0307, 2.2956)
C (1.8264, -3.2681, 1.1505)
Br (2.5881, -2.7705, -0.6121)
H (3.6408, -3.7853, 2.2214)
H (3.1990, -2.0033, 2.4216)
H (0.9950, -2.5910, 1.3468)
H (1.3670, -4.2564, 1.1668)
Br (0.2841, 1.7950, -1.4230)
C (0.9863, 1.6238, 0.4235)
C (0.3077, 0.4287, 1.0255)
Br (0.8633, 0.3317, 2.9192)
H (0.8464, 2.5979, 0.8921)
H (2.0513, 1.4010, 0.3578)
H (0.7462, -0.4699, 0.5915)
H (-0.7791, 0.4919, 0.9703)
Br (-2.0556, 2.8631, 1.7519)
C (-1.9154, 2.9760, 3.7278)
C (-3.1849, 3.5611, 4.2888)
Br (-3.3899, 3.1273, 6.2242)
H (-0.9767, 3.4289, 4.0468)
H (-1.8134, 1.9132, 3.9472)
H (-4.1500, 3.2791, 3.8681)
H (-3.1542, 4.6492, 4.2320)
Br (1.7207, 2.3604, -4.5069)
C (2.7787, 4.0155, -4.0926)
C (2.7316, 4.0843, -2.5862)
Br (3.6597, 5.7357, -1.9576)
H (2.3806, 4.8626, -4.6511)
H (3.7298, 3.9959, -4.6247)
H (3.3445, 3.3090, -2.1264)
H (1.6900, 4.0023, -2.2756)
Br (-4.7298, 0.8554, -0.8604)
C (-3.1850, 0.9915, -2.1070)
C (-3.4585, 0.4261, -3.5142)
Br (-2.1211, 1.3269, -4.7671)
H (-2.3386, 0.4564, -1.6764)
H (-2.8699, 2.0350, -2.1073)
H (-4.4786, 0.6397, -3.8336)
H (-3.2689, -0.6465, -3.5530)